(1)
C36H52BrMnN7O3SSi | wB97M-V/def2-TZVPD

Element x y z (Å)
Mn -0.08712 -0.06557 0.39988
Br 4.90259 -4.88192 -1.61457
C 4.22444 -3.23029 -0.98270
C 4.46962 -2.06836 -1.70600
C 3.87457 -0.87586 -1.30807
C 3.02641 -0.87622 -0.20700
C 2.85626 -2.02096 0.57359
C 3.46646 -3.19930 0.18579
N 2.17091 0.21418 0.02784
C 2.60007 1.39312 0.25520
C 1.63236 2.49372 0.38934
C 2.06085 3.80498 0.51659
C 1.09774 4.81001 0.55521
C -0.23506 4.46308 0.45948
C -0.57911 3.11813 0.34959
N 0.32943 2.14969 0.32562
H 5.10031 -2.09594 -2.58492
H 3.99898 0.01459 -1.90836
H 2.24137 -1.97254 1.46830
H 3.33971 -4.09747 0.77647
H 3.65761 1.63689 0.35296
H 3.11397 4.03902 0.57987
H 1.39654 5.84475 0.65316
H -1.01475 5.21106 0.47540
H -1.61409 2.80509 0.29414
N -9.23491 1.51964 5.20838
C -8.39505 1.38723 4.43829
C -7.34471 1.21842 3.47782
C -6.04428 1.59112 3.80770
C -5.02696 1.43587 2.88345
C -5.32329 0.88977 1.64262
C -6.61397 0.51163 1.30239
C -7.63144 0.68366 2.22392
N -4.26626 0.70324 0.70379
C -4.31460 0.86095 -0.66085
C -3.06324 0.58550 -1.11688
N -2.25161 0.24540 -0.05748
C -3.01682 0.32725 1.02188
H -5.83664 2.01143 4.78132
H -4.02068 1.74726 3.12996
H -6.82350 0.06630 0.34026
H -8.64315 0.39389 1.98230
H -5.20906 1.17815 -1.16394
H -2.70228 0.63334 -2.12900
H -2.69018 0.08929 2.02116
N 1.99973 -4.35702 -3.02494
C 0.91503 -4.02128 -2.03056
C 0.78010 -2.50343 -1.90700
N -0.08788 -2.11122 -0.79850
H 2.21600 -5.35749 -3.01931
H 2.86836 -3.86218 -2.77627
H 1.74334 -4.09784 -3.98072
H 1.25765 -4.45796 -1.09252
H 0.00342 -4.52521 -2.35000
H 0.43260 -2.04881 -2.83654
H 1.77074 -2.10970 -1.69923
H 0.18688 -2.59387 0.05802
H -1.06727 -2.33084 -0.95617
C -3.11502 -1.65790 4.57524
C -2.18462 -1.69330 5.78187
C -2.66148 -0.72723 6.85539
C -2.07447 -3.10844 6.32715
O -0.84116 -1.31134 5.41025
Si -0.25495 -0.25805 4.32583
S -0.26327 -1.16918 2.44243
O 1.25002 0.17987 4.77082
C 2.28859 -0.52671 5.47942
C 1.92041 -0.62545 6.95204
C 3.54378 0.31514 5.29431
C 2.47253 -1.91015 4.86652
O -1.19410 1.09246 4.25348
C -0.93830 2.44858 4.66375
C -2.17793 3.23281 4.24950
C -0.74657 2.50749 6.17132
C 0.29372 2.98403 3.94563
H -4.10788 -2.01004 4.85658
H -2.73267 -2.29824 3.77936
H -3.20964 -0.63667 4.20573
H -3.66618 -0.98861 7.18754
H -2.68044 0.28982 6.46530
H -1.99543 -0.75815 7.71658
H -3.04714 -3.46868 6.66032
H -1.39022 -3.13168 7.17410
H -1.69778 -3.78438 5.55978
H 1.79957 0.36942 7.38093
H 2.71008 -1.13748 7.50154
H 0.99226 -1.17726 7.08182
H 3.39308 1.31405 5.70358
H 3.78361 0.40756 4.23347
H 4.39321 -0.13951 5.80251
H 1.57620 -2.51648 5.00034
H 3.30756 -2.42655 5.33879
H 2.67750 -1.81752 3.79809
H -3.06803 2.79186 4.70001
H -2.28762 3.21885 3.16185
H -2.11080 4.27185 4.57070
H -1.62383 2.11476 6.68337
H -0.60110 3.53934 6.49160
H 0.12345 1.92679 6.47139
H 0.15631 2.86647 2.87563
H 1.18354 2.43823 4.25537
H 0.43705 4.04260 4.16763

## Properties
- multiplicity = 6
- highest occupied orbital energy (spin up / spin down) (eV) = -12.762 / -12.961
- charge = +2
- LUMO energy (spin up / spin down) (eV) = -5.87 / -5.99

These are the Löwdin partial charges, in e, on atoms 1 to 4: 0.61 0.85 -0.70 -0.11

=====

(2)
C40H111N9O13 | wB97M-V/def2-TZVPD

Element x y z (Å)
C -6.09099 -3.24297 3.64297
O -5.46525 -2.37371 2.63865
C -5.27647 -1.06083 3.16768
C -6.51665 -0.06635 2.94084
C -6.77276 0.24535 1.47283
N -6.41870 1.17469 3.61249
H -6.35134 -4.21979 3.23536
H -7.02077 -2.85819 4.06196
H -5.29749 -3.54526 4.32641
H -5.11824 -1.20812 4.23603
H -4.45420 -0.53834 2.67882
H -7.40820 -0.64508 3.18231
H -6.64297 -0.66735 0.89124
H -6.38697 1.10920 0.93151
H -7.81690 0.41428 1.20950
H -7.20842 1.73372 3.32276
H -6.57944 1.04041 4.60053
C 3.00239 0.36962 -3.23997
O 3.92406 -0.31714 -4.10833
C 5.07679 0.40468 -4.50740
C 5.45596 -0.10367 -5.90543
C 6.81794 0.48588 -6.31150
N 4.50881 0.20945 -6.95759
H 3.48296 0.91873 -2.43026
H 2.26078 -0.36112 -2.91726
H 2.48827 1.07015 -3.89803
H 4.89540 1.47935 -4.49061
H 5.89163 0.19168 -3.81548
H 5.63725 -1.17675 -5.84428
H 6.86589 1.57269 -6.24334
H 7.12939 0.27106 -7.33373
H 7.64045 0.17378 -5.66793
H 4.40586 1.20855 -7.06392
H 3.74152 0.04719 -6.32116
C -7.33319 0.10836 -5.18864
O -5.90671 -0.05518 -5.09062
C -5.26941 0.58299 -4.04998
C -4.83513 -0.38749 -3.01495
C -6.04743 -0.80911 -2.19097
N -3.81826 0.11916 -2.10164
H -7.77045 -0.09221 -4.21055
H -7.63842 -0.60007 -5.95875
H -7.55611 1.15534 -5.39413
H -4.39472 1.02410 -4.52794
H -5.79963 1.46412 -3.68864
H -4.31910 -1.20160 -3.52391
H -5.89177 -1.47581 -1.34280
H -6.86534 -1.30771 -2.71108
H -6.51336 0.00887 -1.64148
H -3.84712 0.89900 -1.46046
H -3.21432 -0.54984 -1.64580
C 0.97006 3.62063 5.71850
O 1.11108 4.20664 4.42947
C 0.20746 5.20282 4.20752
C -1.19477 4.49938 3.91623
C -1.08054 3.32516 2.99138
N -2.13268 5.43920 3.29551
H -0.04114 3.58766 6.12406
H 1.45590 4.32066 6.39822
H 1.30161 2.69370 6.18646
H 0.10518 5.96352 4.98145
H 0.66387 5.71547 3.36077
H -1.72240 4.20711 4.82412
H -0.44387 3.61124 2.15417
H -2.00095 2.79771 2.74094
H -0.49540 2.50543 3.40821
H -3.06058 5.05614 3.40679
H -2.06680 6.30346 3.81399
C 4.76895 -1.31977 -0.24768
O 5.55192 -1.77384 0.89062
C 6.61546 -0.78660 1.06002
C 7.57581 -1.36537 2.14630
C 8.59488 -0.28953 2.65012
N 8.25895 -2.54182 1.66761
H 3.87857 -1.94073 -0.14910
H 5.42169 -1.56734 -1.08479
H 4.48986 -0.26976 -0.16006
H 7.17601 -0.55538 0.15424
H 6.12395 0.14616 1.33654
H 6.97236 -1.74891 2.96900
H 9.28262 -0.60796 3.43352
H 8.00390 0.58343 2.92720
H 9.20946 0.10749 1.84218
H 8.77322 -2.36174 0.81720
H 7.43966 -3.06006 1.38425
C -0.77149 -0.88395 5.84291
O 0.57170 -1.40369 5.61315
C 0.81036 -2.05375 4.29578
C 2.34613 -2.28036 3.79082
C 2.57417 -2.52807 2.38857
N 3.05565 -3.34214 4.51719
H -0.82844 -0.12291 6.62116
H -1.41103 -1.75955 5.95429
H -1.06163 -0.39941 4.91063
H 0.23953 -2.97714 4.19781
H 0.33314 -1.33771 3.62671
H 2.75950 -1.30401 4.04372
H 3.50033 -3.05464 2.15827
H 2.70991 -1.54795 1.93137
H 1.66980 -2.99131 1.99407
H 2.99180 -3.24081 5.52007
H 4.04531 -3.38237 4.31955
C 7.45421 2.93122 0.14417
O 6.79848 3.66948 -0.86316
C 5.37899 3.40759 -0.87357
C 4.57387 4.51106 -1.53821
C 3.02689 4.38787 -1.46624
N 4.79177 4.47587 -2.97525
H 7.66886 3.59590 0.98096
H 8.38030 2.57428 -0.30643
H 6.92819 2.02828 0.45417
H 5.15470 2.43394 -1.30923
H 4.97868 3.42649 0.14009
H 4.78836 5.49954 -1.13201
H 2.58781 3.59986 -2.07809
H 2.44384 5.20740 -1.88638
H 2.74350 4.17934 -0.43459
H 4.60369 5.38759 -3.36704
H 5.74799 4.23008 -3.18814
C 1.27881 1.21870 0.13202
O 0.46729 0.49331 1.07497
C -0.97815 0.15634 0.82564
C -1.09781 -1.38071 0.37297
C -0.52291 -1.66916 -1.00575
N -2.46434 -1.87831 0.39402
H 2.31937 1.11818 0.44061
H 1.11117 2.29571 0.12549
H 1.31234 0.93967 -0.92113
H -1.64138 0.21462 1.68868
H -1.35034 0.84488 0.06703
H -0.56908 -2.03715 1.06406
H -0.65541 -2.71028 -1.30009
H 0.54591 -1.45802 -1.03948
H -1.10749 -1.10405 -1.73170
H -2.36348 -2.82338 0.73576
H -2.95620 -1.39382 1.13121
C -2.17573 -6.32707 -0.98212
O -2.47460 -6.02230 0.41930
C -3.39953 -6.92282 1.02399
C -3.49474 -6.55120 2.45503
C -2.90911 -5.16940 2.85616
N -2.87771 -7.37739 3.38434
H -1.84905 -7.36110 -1.09247
H -1.44955 -5.62081 -1.38455
H -3.15929 -6.32663 -1.45191
H -4.41640 -6.88314 0.63347
H -3.14762 -7.96858 0.84781
H -4.54956 -6.64382 2.71365
H -3.53134 -4.46014 2.31038
H -1.88852 -5.13222 2.47523
H -2.90645 -4.93985 3.92171
H -1.89325 -7.17507 3.48436
H -2.98526 -8.32410 3.04928
O -0.98208 -1.16750 -6.30713
C -0.66063 -0.17827 -5.34358
C -1.38594 1.13754 -5.36959
O -1.01348 1.72212 -6.60140
H -0.77480 -2.03774 -5.95882
H -0.84302 -0.49036 -4.31527
H 0.42729 -0.11145 -5.33632
H -1.03273 1.73796 -4.53124
H -2.47409 1.19383 -5.34023
H -1.25417 0.96883 -7.14567
O -4.18910 3.16138 -1.09815
C -3.02971 3.58151 -1.68205
C -3.15498 4.03210 -3.08064
O -3.82038 5.34146 -2.89512
H -4.45054 3.85610 -0.48937
H -2.38136 4.28183 -1.15545
H -2.45617 2.65498 -1.65558
H -3.72733 3.31836 -3.67317
H -2.22325 4.30164 -3.57797
H -3.47216 5.81575 -2.13658

## Properties
- multiplicity = 1
- highest occupied orbital energy (eV) = -8.377
- LUMO energy (eV) = 0.38
- SMILES string = COC[C@H](C)N.COC[C@H](C)N.COC[C@H](C)N.COC[C@H](C)N.COC[C@H](C)N.COC[C@H](C)N.COC[C@H](C)N.COC[C@H](C)N.COC[C@H](C)N.OCCO.OCCO

These are the Löwdin partial charges, in e, on atoms 1 to 4: -0.08 -0.21 -0.17 -0.45

=====

(3)
C18H20N2O5S | wB97M-V/def2-TZVPD

Element x y z (Å)
C -0.57520 -2.02285 -3.67700
O 0.48057 -1.07685 -3.58445
C 0.76437 -0.64593 -2.35088
O 0.14680 -1.04072 -1.37934
C 1.86945 0.32991 -2.31483
C 2.40907 0.80582 -3.51160
C 3.43013 1.73198 -3.51224
C 3.93118 2.19975 -2.30506
C 3.41988 1.74216 -1.10801
C 2.38664 0.80428 -1.08950
N 1.87087 0.30588 0.09478
C 2.11542 0.68952 1.36963
O 2.85156 1.58310 1.72596
C 1.36633 -0.16720 2.39712
N 0.21902 -0.86786 1.87963
C -0.92523 -0.14600 1.50474
C -2.05532 -0.80723 1.02852
C -3.18135 -0.09530 0.66235
C -3.22772 1.28969 0.75477
C -4.44763 2.05666 0.34265
C -2.09246 1.94331 1.21137
C -0.95681 1.24588 1.58051
S 0.12716 -2.50341 2.26243
C -0.99165 -2.53831 3.68881
O 1.43210 -2.89407 2.70580
O -0.45622 -3.25885 1.20034
H -0.41243 -2.84319 -2.97507
H -1.52928 -1.54687 -3.44081
H -0.57033 -2.38219 -4.70282
H 2.00702 0.43612 -4.44145
H 3.83509 2.09081 -4.44590
H 4.72965 2.92647 -2.29741
H 3.80883 2.10431 -0.17100
H 1.14878 -0.40808 -0.03903
H 2.06704 -0.93659 2.73428
H 1.11785 0.46526 3.25880
H -2.03730 -1.87596 0.90960
H -4.04266 -0.63314 0.29274
H -5.34204 1.44669 0.44459
H -4.36355 2.36099 -0.70115
H -4.56158 2.95523 0.94489
H -2.08859 3.02167 1.28071
H -0.09724 1.80411 1.91404
H -1.18262 -3.57575 3.93001
H -1.90914 -2.03102 3.42067
H -0.48846 -2.04219 4.50780

## Properties
- multiplicity = 1
- highest occupied orbital energy (eV) = -8.450
- LUMO energy (eV) = 0.39
- SMILES string = COC(=O)c1ccccc1NC(=O)CN(c1ccc(C)cc1)S(C)(=O)=O

These are the Löwdin partial charges, in e, on atoms 1 to 4: -0.04 -0.04 -0.41 0.10

=====

(4)
C22H61N5O7 | wB97M-V/def2-TZVPD

Element x y z (Å)
C -3.70093 1.88051 -2.43442
O -3.90799 2.71665 -1.33139
C -5.09050 2.51239 -0.60605
C -5.40438 1.10318 -0.07188
C -6.87268 0.99283 0.37293
N -4.45117 0.84423 1.03474
H -4.13004 0.88190 -2.42359
H -2.65741 1.90086 -2.74432
H -4.16073 2.31764 -3.35160
H -5.04676 3.18847 0.25101
H -5.95815 2.82384 -1.20877
H -5.16302 0.33739 -0.80941
H -7.48505 1.62809 -0.26863
H -7.00672 1.32430 1.40306
H -7.19347 -0.04502 0.30687
H -4.64534 -0.01649 1.54132
H -4.63768 1.55836 1.73747
C 2.09920 0.73726 7.86315
O 1.15674 -0.32621 7.84000
C 1.31422 -1.18510 6.72726
C 0.45615 -0.76343 5.54683
C -1.00402 -1.11563 5.72216
N 0.99552 -1.36779 4.32739
H 2.43749 0.97818 6.84778
H 2.99245 0.40567 8.40023
H 1.64210 1.63207 8.27594
H 2.35364 -1.33865 6.41297
H 1.00391 -2.17161 7.08956
H 0.47731 0.32986 5.41785
H -1.28271 -2.15746 5.56817
H -1.69973 -0.47206 5.17331
H -1.30597 -0.84511 6.74402
H 0.37692 -1.30797 3.52672
H 1.92711 -1.04639 4.11195
C -0.58656 -0.36286 -3.47215
O -0.55808 -0.14677 -4.85488
C -1.53142 -0.92717 -5.54021
C -1.23651 -0.93821 -7.00860
C -0.00327 -1.72884 -7.45973
N -1.16386 0.45384 -7.47968
H 0.08857 0.32795 -2.98183
H -0.43279 -1.40512 -3.15697
H -1.60038 -0.20376 -3.06576
H -1.63327 -1.94214 -5.13583
H -2.49028 -0.43435 -5.32598
H -2.06735 -1.45771 -7.50207
H 0.93140 -1.29909 -7.10222
H -0.01343 -1.92549 -8.53082
H -0.04110 -2.74821 -7.04187
H -0.48942 0.94705 -6.90162
H -0.75198 0.48545 -8.40622
C 3.96444 -0.94704 0.24209
O 3.69757 -1.43929 -1.06172
C 4.17720 -2.69897 -1.48347
C 4.29939 -3.80264 -0.42710
C 5.18327 -4.91970 -0.97575
N 2.97870 -4.38079 -0.08206
H 3.12631 -1.21656 0.88717
H 4.16121 0.11854 0.15437
H 4.89305 -1.38041 0.63052
H 3.49342 -3.04954 -2.26561
H 5.12329 -2.53055 -2.02354
H 4.78958 -3.38992 0.45365
H 4.76206 -5.27352 -1.92502
H 5.26165 -5.74288 -0.27318
H 6.16749 -4.56166 -1.28881
H 2.49316 -3.67406 0.46729
H 2.46190 -4.43482 -0.95556
C 2.09474 1.53744 -1.44895
O 2.13780 1.87390 -0.07265
C 2.05155 3.26553 0.12085
C 1.62534 3.64339 1.57155
C 0.28566 3.14781 2.07168
N 1.63617 5.12055 1.49929
H 2.88192 2.05438 -2.01382
H 1.17038 1.95727 -1.86466
H 2.19561 0.47138 -1.62542
H 3.03265 3.73201 0.01014
H 1.29498 3.68747 -0.55668
H 2.52023 3.35181 2.12679
H 0.07635 3.61715 3.03264
H 0.27214 2.07290 2.27799
H -0.44286 3.36924 1.29014
H 1.39908 5.52851 2.39860
H 0.87452 5.43639 0.90286
O -0.55283 -1.33113 1.74999
C -0.09383 -0.77288 0.52910
C -0.99499 0.33868 0.02292
O -2.24021 -0.18032 -0.39026
H -1.48584 -1.53427 1.60704
H 0.91089 -0.37426 0.67744
H -0.04463 -1.56283 -0.23323
H -0.47664 0.90540 -0.75360
H -1.08125 1.01329 0.88139
H -2.92919 0.32568 0.08940

## Properties
- multiplicity = 1
- highest occupied orbital energy (eV) = -8.549
- LUMO energy (eV) = 0.51
- SMILES string = COC[C@H](C)N.COC[C@H](C)N.COC[C@H](C)N.COC[C@H](C)N.COC[C@H](C)N.OCCO

These are the Löwdin partial charges, in e, on atoms 1 to 4: -0.13 -0.16 -0.20 -0.41

=====

(5)
C36H33OSiTm | wB97M-V/def2-TZVPD

Element x y z (Å)
C 1.56526 0.90085 0.75477
C 2.00533 0.36152 -0.50410
C 1.58550 1.25883 -1.51906
H 2.62680 -0.52031 -0.63410
C 0.87630 2.34423 -0.90001
C 0.85247 2.10465 0.51310
H 0.42013 2.74022 1.28123
H 1.83936 0.49348 1.73907
H 1.83042 1.15013 -2.57312
H 0.45086 3.20638 -1.42695
C -1.45025 -1.93414 -0.34980
C -0.43473 -1.94549 0.65949
C -0.79453 -0.98090 1.65488
H 0.38974 -2.65404 0.74803
C -2.02043 -0.36608 1.26386
C -2.42528 -0.95201 0.02446
H -3.38027 -0.76986 -0.48023
H -1.53269 -2.66055 -1.15696
H -0.26238 -0.82489 2.59255
H -2.58691 0.34838 1.86398
Tm -0.40904 0.39472 -0.60000
O -1.69073 1.60041 -2.62875
C -1.19961 1.40187 -3.96359
C -1.89317 2.69480 -3.77178
H -0.12354 1.42040 -4.02827
H -1.72605 0.62938 -4.53827
H -1.27054 3.57646 -3.57010
H -2.83681 4.96653 -4.90167
C -3.55709 4.14439 -4.96897
C -3.24412 2.90933 -4.35169
C -4.19219 1.86946 -4.48671
H -3.97690 0.88932 -4.05227
C -5.40371 2.06285 -5.15127
H -6.13409 1.25049 -5.21895
C -5.68308 3.29837 -5.74082
H -6.61922 3.45417 -6.27213
C -4.75869 4.34054 -5.67009
H -4.95413 5.30643 -6.15221
C 0.32348 -5.61698 4.70943
C 0.02716 -4.29478 5.06129
C 0.76106 -3.27121 4.47684
C 1.79371 -3.58752 3.55890
C 1.99822 -4.91652 3.12640
C 1.28279 -5.94052 3.73968
Si 2.78822 -2.12643 3.06918
C 3.62216 -1.39285 4.60339
C 3.35091 -0.15237 5.24647
C 4.34505 0.44035 6.04550
C 5.54026 -0.23547 6.30659
C 5.68296 -1.55979 5.86221
C 4.68776 -2.16914 5.08831
C 4.07477 -2.09671 1.72287
C 4.68579 -0.82600 1.66737
C 5.90217 -0.64162 0.98713
C 6.50516 -1.70890 0.31923
C 5.83068 -2.94200 0.24495
C 4.59041 -3.12148 0.88514
H -0.21563 -6.41725 5.20250
H -0.75727 -4.05114 5.77979
H 0.55542 -2.21982 4.71538
H 2.70510 -5.11710 2.32409
H 1.47878 -6.98035 3.45879
H 2.36632 0.28913 5.10219
H 4.16191 1.40196 6.50047
H 6.32414 0.22502 6.91953
H 6.54210 -2.14859 6.15327
H 4.70426 -3.24079 4.86960
H 4.23671 0.01513 2.20196
H 6.36244 0.33988 0.99345
H 7.47779 -1.57570 -0.15236
H 6.29857 -3.75678 -0.32050
H 4.04926 -4.05502 0.78998

## Properties
- multiplicity = 3
- highest occupied orbital energy (spin up / spin down) (eV) = -6.332 / -5.289
- LUMO energy (spin up / spin down) (eV) = 0.46 / -0.28

These are the Löwdin partial charges, in e, on atoms 1 to 4: -0.21 -0.20 -0.24 0.10